1.
ORCA calculation (ωB97M-V with the def2-TZVPD basis set) on a structure of composition C26H19Cl5N2O2SSr at a distorted geometry.

Properties
E_tot = -108632.2637 eV
relative energy (zero: lowest compared OMol25 entry of this formula, charge and spin) = 0.345 eV

Last column: natural (NBO) charge in e.
Element x y z (Å)
Sr  0.505  2.445  0.300  1.819
Cl  -0.541  5.612  -1.700  -0.060
C  -1.299  5.645  -0.077  -0.045
C  -1.020  4.583  0.751  -0.540
C  -1.644  4.649  1.970  -0.050
Cl  -1.308  3.294  3.101  -0.050
C  -2.513  5.654  2.386  -0.121
Cl  -3.263  5.637  3.933  0.057
C  -2.759  6.694  1.489  -0.091
Cl  -3.836  7.970  1.920  0.050
C  -2.139  6.704  0.234  -0.124
Cl  -2.444  7.984  -0.878  0.046
S  -1.854  1.376  -1.327  -0.381
C  -2.779  2.679  -1.927  0.112
N  -3.447  3.488  -1.072  -0.495
C  -4.209  4.551  -1.420  0.065
C  -4.369  4.869  -2.733  -0.269
C  -3.715  4.057  -3.679  -0.119
C  -2.948  2.995  -3.296  -0.262
H  -3.298  3.298  -0.087  0.443
H  -4.645  5.095  -0.595  0.233
H  -4.970  5.720  -3.011  0.239
H  -3.813  4.275  -4.735  0.228
H  -2.440  2.373  -4.017  0.243
C  3.455  -6.103  -2.048  -0.635
C  2.186  -5.495  -1.518  -0.025
C  0.978  -6.155  -1.710  -0.218
C  -0.215  -5.619  -1.246  -0.206
C  -0.196  -4.424  -0.549  -0.223
C  1.007  -3.760  -0.337  0.124
N  0.980  -2.534  0.384  -0.646
C  1.635  -2.363  1.575  0.327
C  2.089  -3.475  2.314  -0.311
C  2.731  -3.311  3.519  -0.157
C  2.953  -2.042  4.057  -0.287
C  2.504  -0.950  3.351  -0.116
C  1.846  -1.077  2.121  -0.297
C  1.406  0.166  1.456  0.777
O  1.702  1.289  1.970  -0.837
O  0.727  0.110  0.371  -0.862
C  2.207  -4.264  -0.848  0.046
C  3.490  -3.497  -0.713  -0.663
H  3.270  -7.113  -2.412  0.216
H  4.230  -6.159  -1.281  0.218
H  3.875  -5.526  -2.875  0.216
H  0.976  -7.102  -2.235  0.206
H  -1.149  -6.138  -1.412  0.213
H  -1.102  -3.994  -0.142  0.221
H  0.591  -1.695  -0.023  0.446
H  1.915  -4.471  1.930  0.221
H  3.058  -4.194  4.057  0.210
H  3.457  -1.922  5.006  0.213
H  2.649  0.050  3.735  0.233
H  3.301  -2.428  -0.633  0.227
H  4.138  -3.669  -1.572  0.216
H  4.053  -3.781  0.181  0.227

=====

2.
ORCA calculation (ωB97M-V with the def2-TZVPD basis set) on a cluster of 6 separate species, C32H29Br2N5O10 in total at a distorted geometry.

Properties
E_tot = -201648.5560 eV
relative energy (zero: lowest compared OMol25 entry of this formula, charge and spin) = 2.117 eV

Last column: Mulliken charge in e.
Element x y z (Å)
O  17.884  10.114  -5.947  -0.513
N  17.519  10.464  -7.059  0.912
O  16.872  9.771  -7.818  -0.564
C  17.857  11.910  -7.330  -0.199
C  17.433  12.586  -8.474  -0.174
C  17.847  13.889  -8.741  -0.537
C  18.634  14.545  -7.804  -0.392
C  19.238  13.807  -6.793  -0.554
C  18.802  12.590  -6.535  0.190
H  16.725  12.060  -9.097  0.427
H  17.606  14.464  -9.623  0.365
H  18.968  15.565  -7.923  0.356
H  19.904  14.197  -6.037  0.354
H  19.153  12.063  -5.661  0.328
O  15.850  2.000  -9.194  -0.572
N  15.418  1.244  -8.281  0.968
O  14.374  0.605  -8.482  -0.562
C  16.195  1.116  -7.015  -0.736
C  17.419  1.750  -6.812  -0.003
C  18.329  1.339  -5.735  -0.629
C  17.946  0.430  -4.786  -0.592
C  16.710  -0.126  -4.995  -0.443
C  15.854  0.256  -6.033  0.232
H  17.683  2.584  -7.445  0.438
H  19.284  1.839  -5.803  0.437
H  18.580  0.156  -3.956  0.455
H  16.389  -0.929  -4.347  0.385
H  14.860  -0.165  -6.067  0.581
O  20.817  4.178  -3.210  -0.584
N  20.986  5.042  -4.038  0.885
O  20.045  5.602  -4.603  -0.323
C  22.412  5.441  -4.453  -0.043
C  22.677  6.361  -5.503  -0.015
C  23.956  6.872  -5.726  -0.733
C  24.976  6.493  -4.880  -0.126
C  24.784  5.609  -3.815  -0.651
C  23.504  5.218  -3.576  -0.289
H  21.938  6.636  -6.240  0.406
H  24.076  7.542  -6.565  0.394
H  25.980  6.882  -4.963  0.340
H  25.596  5.339  -3.155  0.399
H  23.362  4.578  -2.717  0.373
O  13.256  -0.240  -0.999  -0.580
N  13.865  0.370  -1.920  0.880
O  14.968  0.871  -1.738  -0.519
C  13.327  0.388  -3.269  0.201
C  12.615  -0.706  -3.820  -0.411
C  12.196  -0.666  -5.132  -0.515
C  12.334  0.515  -5.854  -0.459
C  13.061  1.596  -5.337  -0.501
C  13.561  1.506  -4.057  0.092
H  12.447  -1.650  -3.323  0.418
H  11.731  -1.515  -5.610  0.425
H  12.002  0.586  -6.879  0.342
H  13.208  2.538  -5.845  0.217
H  14.069  2.358  -3.629  0.352
O  21.923  10.626  0.715  -0.535
N  21.237  9.567  0.662  0.842
O  21.226  8.777  1.635  -0.545
C  20.516  9.231  -0.575  0.258
C  20.176  10.296  -1.462  -0.500
C  19.577  9.991  -2.679  -0.163
C  19.385  8.662  -3.026  -0.208
C  19.569  7.622  -2.095  -0.370
C  20.207  7.900  -0.892  -0.616
H  20.291  11.314  -1.121  0.417
H  19.408  10.705  -3.471  0.162
H  18.729  8.658  -3.884  0.328
H  19.542  6.602  -2.449  0.465
H  20.476  7.118  -0.197  0.460
Br  18.086  5.351  -7.878  -0.160
C  17.331  6.422  -6.411  -0.292
C  16.789  5.471  -5.269  -0.387
Br  15.082  4.535  -5.478  -0.168
H  16.614  7.092  -6.886  0.517
H  18.181  6.990  -6.033  -0.044
H  16.794  5.975  -4.303  0.407
H  17.517  4.672  -5.135  0.203

=====

3.
ORCA calculation (ωB97M-V with the def2-TZVPD basis set) on a structure of composition C15H31BBr2O6S3 at a distorted geometry.

Properties
E_tot = -201607.5340 eV

Last column: natural (NBO) charge in e.
Element x y z (Å)
B  -5.602  -0.767  -2.991  0.505
C  -4.422  0.065  -2.299  -0.631
Br  -5.076  1.885  -1.917  0.017
C  -3.839  -0.605  -0.972  -0.216
C  -2.273  -0.469  -0.998  -0.643
Br  -4.412  0.434  0.639  -0.026
H  -6.711  -0.801  -2.554  -0.079
H  -5.385  -1.395  -3.981  -0.082
H  -3.583  0.137  -3.013  0.238
H  -4.144  -1.657  -0.848  0.219
H  -2.074  0.575  -1.321  0.252
H  -1.812  -1.143  -1.741  0.225
H  -1.923  -0.638  0.044  0.219
C  -0.032  -3.666  3.904  -0.404
C  -1.513  -3.583  3.517  -0.400
C  -1.644  -2.515  2.426  -0.683
S  -0.070  -2.484  1.568  2.166
O  0.557  -1.203  1.802  -0.950
O  -0.240  -3.024  0.238  -0.943
C  0.738  -3.706  2.590  -0.682
H  0.177  -4.542  4.517  0.227
H  0.251  -2.778  4.476  0.217
H  -1.841  -4.549  3.127  0.208
H  -2.142  -3.345  4.375  0.225
H  -2.434  -2.756  1.717  0.252
H  -1.814  -1.526  2.850  0.253
H  1.794  -3.457  2.701  0.279
H  0.629  -4.673  2.098  0.238
C  -1.903  4.648  -3.114  -0.406
C  -0.460  5.120  -3.320  -0.400
C  0.463  3.968  -2.908  -0.680
S  -0.466  2.461  -3.186  2.173
O  -0.710  1.827  -1.910  -0.948
O  0.110  1.740  -4.296  -0.937
C  -1.974  3.253  -3.722  -0.683
H  -2.621  5.323  -3.580  0.227
H  -2.128  4.601  -2.045  0.219
H  -0.302  5.359  -4.375  0.209
H  -0.244  6.021  -2.746  0.225
H  1.373  3.942  -3.504  0.253
H  0.714  4.015  -1.849  0.248
H  -2.834  2.678  -3.383  0.265
H  -1.956  3.295  -4.812  0.240
C  5.248  0.809  1.908  -0.406
C  4.125  0.264  1.020  -0.403
C  4.267  -1.260  0.983  -0.680
S  5.045  -1.727  2.528  2.171
O  6.349  -2.274  2.239  -0.940
O  4.086  -2.424  3.356  -0.955
C  5.251  -0.068  3.155  -0.675
H  5.094  1.858  2.158  0.224
H  6.206  0.722  1.388  0.213
H  3.156  0.532  1.450  0.224
H  4.163  0.686  0.015  0.225
H  3.300  -1.752  0.903  0.261
H  4.916  -1.581  0.169  0.247
H  6.175  -0.003  3.727  0.254
H  4.397  0.153  3.795  0.241

=====

4.
ORCA calculation (ωB97M-V with the def2-TZVPD basis set) on a structure of composition C28H33BBaClF4N8PSSi at a distorted geometry.

Properties
E_tot = -94260.6502 eV
relative energy (zero: lowest compared OMol25 entry of this formula, charge and spin) = 0.000 eV

Last column: Mulliken charge in e.
Element x y z (Å)
Ba  15.963  -10.960  12.602  1.318
N  18.680  -9.862  12.487  -0.630
N  19.039  -9.586  13.815  0.154
C  20.078  -10.134  14.479  0.515
N  20.291  -9.514  15.705  -0.574
S  21.045  -11.407  13.936  -0.400
H  19.385  -10.564  12.216  0.130
H  18.812  -9.026  11.911  0.198
H  18.476  -8.950  14.359  0.171
H  19.411  -9.327  16.219  0.262
H  20.940  -10.052  16.264  0.273
Cl  15.586  -9.772  10.086  0.006
C  15.501  -8.153  9.296  0.510
C  16.005  -8.138  8.005  -0.812
C  16.012  -6.901  7.324  -0.508
C  15.334  -5.818  7.891  -0.643
C  14.761  -5.877  9.175  -0.279
C  14.911  -7.079  9.914  -0.412
P  14.496  -7.383  11.652  0.870
C  12.818  -8.105  11.551  0.377
C  12.031  -8.212  10.380  -0.296
C  10.817  -8.918  10.412  -0.571
C  10.398  -9.563  11.550  -0.533
C  11.186  -9.462  12.706  -0.588
C  12.388  -8.786  12.709  -0.332
C  14.075  -5.715  12.247  -0.030
C  12.811  -5.243  12.588  -0.090
C  12.626  -4.033  13.261  -0.592
C  13.732  -3.252  13.616  -0.480
C  15.016  -3.669  13.147  -0.627
C  15.177  -4.873  12.425  -0.473
H  16.404  -9.019  7.518  0.475
H  16.538  -6.798  6.388  0.411
H  15.304  -4.883  7.355  0.396
H  14.197  -5.051  9.579  0.490
H  12.393  -7.794  9.436  0.361
H  10.310  -9.016  9.456  0.356
H  9.511  -10.146  11.569  0.443
H  10.810  -9.914  13.618  0.402
H  13.041  -8.777  13.633  0.408
H  11.922  -5.851  12.343  0.297
H  11.634  -3.679  13.509  0.408
H  13.592  -2.345  14.181  0.411
H  15.900  -3.072  13.315  0.373
H  16.134  -5.214  11.972  0.319
C  12.761  -12.659  9.788  -0.982
Si  13.068  -13.587  11.437  0.071
C  11.503  -13.801  12.525  -1.158
C  13.536  -15.408  11.059  0.553
C  13.426  -15.824  9.722  -0.295
C  13.930  -17.055  9.332  -0.515
C  14.487  -17.894  10.279  -0.622
C  14.528  -17.503  11.611  -0.458
C  14.014  -16.280  12.024  -0.435
H  12.096  -13.205  9.114  0.427
H  13.714  -12.494  9.295  0.213
H  12.264  -11.711  9.946  0.091
H  10.549  -13.422  12.074  0.309
H  11.700  -13.198  13.442  0.248
H  11.330  -14.844  12.874  0.386
H  12.965  -15.192  8.958  0.194
H  13.799  -17.369  8.301  0.376
H  14.806  -18.869  9.981  0.422
H  14.878  -18.217  12.372  0.337
H  14.065  -15.975  13.077  0.365
F  16.081  -10.114  17.029  -0.265
B  15.838  -10.378  15.704  0.316
F  16.694  -11.393  15.051  -0.354
F  14.491  -10.870  15.460  -0.329
F  16.120  -9.231  14.791  -0.403
N  19.599  -15.519  10.916  -0.625
N  18.772  -14.981  11.866  1.200
N  19.102  -14.967  13.200  -0.767
C  18.153  -14.159  13.658  -0.358
N  17.363  -13.659  12.675  0.161
N  17.733  -14.251  11.556  -0.633
H  20.215  -16.190  11.346  0.291
H  19.008  -15.894  10.190  0.283
H  17.973  -13.978  14.699  0.496